2 unconnected molecules or ions with the total composition C3H10N2O, computed with wB97M-V/def2-TZVPD.

Last column: Löwdin charge in e.
Positions of all 16 atoms, in Å:
C1 1.898 0.212 1.352  -0.16
N1 1.174 -1.011 1.057  -0.19
C2 1.254 -1.346 -0.354  -0.18
H1 2.961 0.059 1.161  0.07
H2 1.565 1.070 0.748  0.07
H3 1.772 0.470 2.404  0.07
H4 0.196 -0.880 1.289  0.06
H5 0.918 -0.537 -1.019  0.06
H6 0.644 -2.221 -0.577  0.07
H7 2.286 -1.598 -0.601  0.07
C3 -2.405 0.386 -0.581  -0.37
N2 -2.167 1.726 -1.031  0.04
O1 -1.714 -0.180 0.199  0.08
H8 -3.302 -0.061 -1.050  0.12
H9 -2.025 1.688 -2.044  0.08
H10 -3.054 2.224 -0.952  0.07

Kohn-Sham gap   9.04 eV
SMILES   NC=O.CNC
Relative energy (zero: lowest compared OMol25 entry of this formula, charge and spin)   154.40 kJ/mol
Electronic energy   -8299.9038 eV
LUMO level   0.7 eV